No. 1
Formula: C14H43NO12
Source: the Open Molecules 2025 dataset
Level of theory: ωB97M-V/def2-TZVPD

XYZ file:
```
70
Properties=species:S:1:pos:R:3
C 25.268 29.050 -19.610
O 24.454 27.913 -19.362
C 24.539 27.439 -18.030
C 23.982 26.039 -17.894
C 23.822 25.446 -16.545
N 24.953 25.173 -18.636
H 24.923 29.874 -18.982
H 25.096 29.304 -20.657
H 26.350 28.915 -19.562
H 25.532 27.484 -17.579
H 23.882 28.157 -17.532
H 23.073 25.941 -18.489
H 24.758 25.248 -16.021
H 23.367 24.462 -16.657
H 23.242 26.171 -15.972
H 25.126 25.669 -19.503
H 25.801 25.341 -18.101
O 20.404 30.925 -16.120
C 21.485 30.621 -15.323
C 22.696 30.154 -16.134
O 23.960 30.197 -15.450
H 20.156 30.115 -16.576
H 21.679 31.541 -14.772
H 21.203 29.807 -14.651
H 22.875 30.743 -17.034
H 22.419 29.135 -16.416
H 24.665 29.779 -15.956
O 27.112 28.824 -13.745
C 25.903 28.220 -13.248
C 26.034 27.428 -11.919
O 26.360 28.182 -10.823
H 27.647 29.316 -13.117
H 25.215 29.064 -13.175
H 25.609 27.539 -14.046
H 26.704 26.586 -12.093
H 25.019 27.039 -11.801
H 25.601 28.691 -10.529
O 29.952 31.741 -13.598
C 29.900 31.169 -14.913
C 31.282 30.628 -15.313
O 31.687 29.501 -14.519
H 29.906 31.009 -12.978
H 29.149 30.383 -14.823
H 29.578 31.886 -15.667
H 31.984 31.460 -15.243
H 31.340 30.239 -16.329
H 32.077 29.839 -13.708
O 27.803 31.624 -19.531
C 28.979 31.103 -18.937
C 30.005 32.197 -18.690
O 31.236 31.672 -18.326
H 27.661 31.219 -20.389
H 28.613 30.725 -17.980
H 29.343 30.235 -19.487
H 29.589 32.906 -17.970
H 30.194 32.686 -19.649
H 31.921 32.337 -18.428
O 27.296 25.346 -16.974
C 28.490 25.264 -17.691
C 28.510 26.462 -18.656
O 28.992 27.692 -18.072
H 27.475 25.881 -16.195
H 29.417 25.169 -17.121
H 28.512 24.302 -18.207
H 27.528 26.559 -19.116
H 29.171 26.345 -19.518
H 29.809 27.478 -17.612
O 26.633 29.426 -16.354
H 26.683 29.104 -15.446
H 27.336 28.961 -16.817
```

Properties
SMILES: COC[C@H](C)N.OCCO.OCCO.OCCO.OCCO.OCCO.O
energy relative to the best compared isomer or geometry (same formula, charge and spin): 40.1 kcal/mol
HOMO level: -8.947 eV
frontier orbital gap: 9.185 eV


No. 2
Formula: C6H9N
Source: the Open Molecules 2025 dataset
Level of theory: ωB97M-V/def2-TZVPD

XYZ file:
```
16
Properties=species:S:1:pos:R:3
C 3.524 0.285 0.178
C 2.069 0.196 0.096
C 0.901 -0.056 -0.067
C -0.393 -0.670 -0.390
N -1.435 -0.381 0.581
C -2.776 -0.396 0.026
C -2.107 0.884 0.370
H 3.963 0.815 -0.676
H 3.872 -0.756 0.147
H 3.886 0.727 1.112
H -0.696 -0.380 -1.414
H -0.247 -1.756 -0.408
H -3.553 -0.813 0.661
H -2.876 -0.633 -1.034
H -1.756 1.506 -0.454
H -2.375 1.429 1.271
```

Properties
SMILES: CC#CCN1CC1
energy relative to the best compared isomer or geometry (same formula, charge and spin): 76.0 kcal/mol
HOMO level: -9.204 eV
frontier orbital gap: 10.290 eV


No. 3
Formula: C30H47CeClP2
Source: the Open Molecules 2025 dataset
Level of theory: ωB97M-V/def2-TZVPD

XYZ file:
```
81
Properties=species:S:1:pos:R:3
Ce 0.892 2.087 0.960
C 3.301 1.780 1.640
C 3.287 1.567 0.220
C 2.555 3.749 0.619
C 2.871 3.131 1.895
C 2.817 2.769 -0.420
C 3.776 0.802 2.672
H 3.744 -0.230 2.301
H 3.183 0.843 3.599
H 4.821 1.027 2.927
C 2.608 3.716 3.248
H 2.842 2.986 4.027
H 1.553 4.002 3.399
H 3.214 4.615 3.424
C 1.723 4.979 0.473
H 2.192 5.865 0.920
H 0.740 4.882 0.984
H 1.495 5.196 -0.575
C 2.447 2.864 -1.873
H 3.207 3.413 -2.451
H 1.482 3.374 -2.019
H 2.354 1.862 -2.319
C 3.848 0.355 -0.466
H 4.688 0.647 -1.110
H 3.110 -0.166 -1.093
H 4.236 -0.366 0.263
C -0.441 -1.737 1.672
C 0.833 -2.127 1.590
C 1.607 -2.526 0.377
C 1.001 -2.527 -1.055
C 0.581 -1.258 -1.694
C -0.616 -0.664 -1.558
C -1.674 -0.859 -0.506
C -1.439 -1.923 0.596
H 1.980 -3.563 0.498
H 0.181 -3.285 -1.133
H 2.506 -1.881 0.336
H -1.174 -2.886 0.114
H -0.828 -1.295 2.607
H 1.477 -2.079 2.482
H -2.415 -2.098 1.073
H -1.904 0.109 -0.021
H -0.855 0.161 -2.250
H -2.620 -1.176 -1.002
H 1.790 -2.951 -1.705
H 1.310 -0.824 -2.394
P -1.707 -4.227 -1.379
C -2.770 -5.020 -0.149
C -0.904 -5.677 -2.100
P -2.272 -2.483 -3.766
C -2.985 -3.754 -2.603
C -1.709 -3.709 -5.030
C -3.846 -2.182 -4.681
H -3.560 -4.333 0.173
H -2.180 -5.328 0.722
H -3.198 -5.894 -0.658
H -1.685 -6.442 -2.229
H -0.137 -6.046 -1.400
H -0.414 -5.468 -3.060
H -4.271 -3.132 -5.030
H -3.605 -1.545 -5.540
H -4.568 -1.667 -4.040
H -3.861 -3.347 -2.065
H -3.270 -4.679 -3.143
H -1.512 -3.149 -5.951
H -2.506 -4.442 -5.222
H -0.789 -4.231 -4.747
Cl -0.276 1.457 3.734
C -1.028 3.039 3.609
C -1.050 3.880 4.721
C -1.395 5.233 4.565
C -1.749 5.717 3.297
C -1.777 4.869 2.198
C -1.502 3.474 2.324
C -1.609 2.592 1.173
H -0.790 3.488 5.704
H -1.422 5.895 5.439
H -2.011 6.770 3.180
H -2.045 5.250 1.200
H -1.744 3.096 0.208
H -2.141 1.640 1.274
```

Properties
energy relative to the best compared isomer or geometry (same formula, charge and spin): 0.0 kcal/mol
multiplicity: 2
HOMO level (alpha / beta): -9.817 / -9.792 eV
net charge: +1
frontier orbital gap (alpha / beta): 7.028 / 7.063 eV


No. 4
Formula: C3H7N2P
Source: the Open Molecules 2025 dataset
Level of theory: ωB97M-V/def2-TZVPD

XYZ file:
```
13
Properties=species:S:1:pos:R:3
P -0.414 2.289 1.447
N -0.416 0.274 0.624
C -0.548 -0.035 -0.778
C 0.659 -0.954 -1.099
C 1.173 -1.182 0.324
N 0.592 -0.450 1.193
H -1.156 1.569 2.509
H -1.747 2.662 0.964
H -0.518 0.985 -1.272
H -1.438 -0.592 -1.060
H 1.460 -0.698 -1.704
H 0.463 -1.931 -1.556
H 1.890 -1.938 0.407
```

Properties
SMILES: PN1CCC=N1
energy relative to the best compared isomer or geometry (same formula, charge and spin): 32.2 kcal/mol
HOMO level (alpha / beta): -7.673 / -7.673 eV
frontier orbital gap (alpha / beta): 7.629 / 7.630 eV


No. 5
Formula: C6H9N
Source: the Open Molecules 2025 dataset
Level of theory: ωB97M-V/def2-TZVPD

XYZ file:
```
16
Properties=species:S:1:pos:R:3
C -0.833 -0.390 0.095
C 2.067 0.115 0.637
C -1.388 0.805 0.026
C 0.629 -0.422 0.901
C 2.068 1.079 -0.507
C -1.554 -1.672 -0.236
N -1.967 1.859 0.056
H 0.547 -0.185 2.087
H 0.744 -1.464 1.061
H 1.247 1.760 -0.643
H 2.322 0.566 -1.460
H 3.028 1.756 -0.201
H -1.501 -2.424 0.529
H -2.516 -1.599 -0.620
H -1.038 -2.352 -1.113
H -1.854 2.566 -0.612
```

Properties
energy relative to the best compared isomer or geometry (same formula, charge and spin): 153.5 kcal/mol
HOMO level: -8.349 eV
frontier orbital gap: 8.449 eV


No. 6
Formula: C4H7NO2S
Source: the Open Molecules 2025 dataset
Level of theory: ωB97M-V/def2-TZVPD

XYZ file:
```
15
Properties=species:S:1:pos:R:3
O -0.258 0.004 -2.584
C 0.183 -0.370 -1.536
C -0.701 -0.669 -0.363
C -1.046 0.645 0.292
C -0.915 0.801 1.762
O 0.115 1.249 0.878
N 1.568 -0.456 -1.301
S 2.307 -1.239 0.016
H -0.230 -1.365 0.323
H -1.623 -1.113 -0.744
H -1.746 1.307 -0.267
H -1.457 1.574 2.272
H -0.708 -0.062 2.402
H 2.160 -0.125 -2.041
H 2.351 -0.179 0.891
```

Properties
SMILES: O=C(C[C@H]1CO1)NS
energy relative to the best compared isomer or geometry (same formula, charge and spin): 52.2 kcal/mol
HOMO level: -9.562 eV
frontier orbital gap: 10.249 eV


No. 7
Formula: C53H83CaNOP2Sb2Si2
Source: the Open Molecules 2025 dataset
Level of theory: ωB97M-V/def2-TZVPD

XYZ file:
```
145
Properties=species:S:1:pos:R:3
Ca 0.958 -1.058 0.528
C -2.536 3.389 0.145
N -1.916 4.449 -0.634
C -0.473 4.523 -0.912
P 0.603 3.010 -0.737
C 1.995 3.666 -1.745
C 2.540 4.952 -1.685
C 3.559 5.327 -2.547
C 4.048 4.431 -3.493
C 3.492 3.166 -3.592
C 2.466 2.797 -2.729
C 1.144 3.171 1.027
C 2.235 3.946 1.433
C 2.576 4.064 2.772
C 1.831 3.413 3.745
C 0.764 2.617 3.362
C 0.433 2.481 2.016
C -2.540 5.711 -0.559
C -3.715 5.936 0.176
C -4.321 7.186 0.192
C -3.782 8.256 -0.505
C -2.613 8.049 -1.223
C -1.997 6.807 -1.251
P -2.290 1.587 -0.366
C -2.421 1.691 -2.188
C -3.328 2.528 -2.836
C -3.399 2.551 -4.222
C -2.562 1.739 -4.978
C -1.647 0.907 -4.346
C -1.577 0.893 -2.958
C -4.025 1.085 0.060
C -4.487 1.334 1.357
C -5.803 1.064 1.713
C -6.684 0.539 0.776
C -6.232 0.262 -0.505
C -4.910 0.517 -0.858
H -3.606 3.513 0.056
H -2.288 3.454 1.212
H -0.014 5.307 -0.304
H -0.339 4.800 -1.957
H 2.165 5.681 -0.976
H 3.972 6.327 -2.485
H 4.853 4.727 -4.155
H 3.853 2.462 -4.333
H 2.010 1.819 -2.820
H 2.858 4.437 0.701
H 3.435 4.661 3.052
H 2.092 3.513 4.792
H 0.190 2.075 4.105
H -0.380 1.813 1.757
H -4.167 5.150 0.764
H -5.227 7.318 0.774
H -4.257 9.228 -0.483
H -2.165 8.867 -1.777
H -1.096 6.696 -1.837
H -3.987 3.166 -2.255
H -4.109 3.205 -4.714
H -2.621 1.758 -6.059
H -0.984 0.282 -4.931
H -0.854 0.257 -2.463
H -3.814 1.746 2.105
H -6.137 1.263 2.724
H -7.715 0.346 1.047
H -6.911 -0.154 -1.242
H -4.580 0.299 -1.867
C 1.349 -7.204 -0.427
Sb 0.857 -5.124 -0.655
C 2.615 -4.726 -1.820
C -0.346 -5.354 -2.426
H 1.312 -7.692 -1.402
H 0.663 -7.701 0.260
H 2.360 -7.272 -0.023
H 2.854 -5.600 -2.430
H 3.455 -4.500 -1.164
H 2.438 -3.865 -2.468
H 0.185 -5.979 -3.143
H -0.513 -4.364 -2.856
H -1.320 -5.798 -2.204
C 3.822 0.961 0.400
Si 3.680 -0.876 -0.137
C 4.552 -0.907 -1.888
C 5.495 0.299 -2.051
C 3.448 -0.796 -2.945
C 5.371 -2.162 -2.207
C 4.664 -1.792 1.286
C 3.633 -2.029 2.399
C 5.255 -3.156 0.917
C 5.792 -0.923 1.863
H 4.855 1.314 0.491
H 3.335 1.122 1.374
H 3.312 1.613 -0.318
H 4.972 1.254 -1.944
H 5.957 0.285 -3.049
H 6.305 0.278 -1.314
H 2.862 0.119 -2.815
H 2.757 -1.643 -2.894
H 3.884 -0.775 -3.955
H 6.257 -2.242 -1.578
H 5.718 -2.110 -3.249
H 4.793 -3.084 -2.100
H 2.875 -2.765 2.096
H 3.114 -1.108 2.685
H 4.120 -2.419 3.303
H 4.543 -3.784 0.372
H 5.531 -3.695 1.836
H 6.157 -3.067 0.314
H 5.407 -0.012 2.328
H 6.513 -0.627 1.093
H 6.342 -1.480 2.636
C -4.868 -3.610 -2.141
C -4.255 -4.656 -1.203
Sb -2.747 -3.784 0.067
C -4.208 -2.972 1.412
C -3.584 -2.253 2.600
C -2.391 -5.543 1.284
C -2.377 -6.867 0.514
H -5.710 -4.023 -2.704
H -4.133 -3.249 -2.866
H -5.238 -2.741 -1.590
H -3.806 -5.471 -1.776
H -5.010 -5.091 -0.544
H -4.825 -3.812 1.739
H -4.841 -2.303 0.832
H -3.021 -2.946 3.229
H -4.345 -1.781 3.225
H -2.888 -1.474 2.283
H -3.176 -5.545 2.042
H -1.441 -5.387 1.798
H -3.325 -7.048 0.002
H -2.204 -7.710 1.189
H -1.590 -6.896 -0.245
C -1.098 -0.012 4.859
Si 0.230 -1.132 4.108
C 1.854 -0.639 4.912
C -0.086 -2.893 4.686
O 0.277 -1.028 2.487
H -0.679 0.683 5.595
H -1.871 -0.598 5.367
H -1.597 0.580 4.081
H 1.695 -0.394 5.969
H 2.308 0.232 4.428
H 2.579 -1.458 4.870
H 0.278 -3.030 5.712
H 0.444 -3.609 4.047
H -1.149 -3.158 4.675
```

Properties
energy relative to the best compared isomer or geometry (same formula, charge and spin): 35.4 kcal/mol
HOMO level: -6.686 eV
frontier orbital gap: 6.742 eV


No. 8
Formula: CH5OS
Source: the Open Molecules 2025 dataset
Level of theory: ωB97M-V/def2-TZVPD

XYZ file:
```
8
Properties=species:S:1:pos:R:3
C 0.886 0.564 0.688
S -0.664 1.499 0.273
H 1.823 1.120 0.663
H 1.010 -0.364 0.126
H 0.807 0.221 1.730
H -1.571 -1.726 -0.994
H -1.093 -0.293 -0.920
O -1.198 -1.020 -1.566
```

Properties
energy relative to the best compared isomer or geometry (same formula, charge and spin): 2.5 kcal/mol
HOMO level: -2.430 eV
net charge: -1
frontier orbital gap: 6.798 eV